A) A molecular structure, C41H60ClCrN5OS5SbSi3, computed with ωB97M-V/def2-TZVPD.

Geometry as XYZ:
```
118
C41H60ClCrN5OS5SbSi3 (ωB97M-V/def2-TZVPD)
Cr -0.789 -0.565 -1.405
S 6.677 -3.281 -0.460
C 5.019 -3.206 -0.641
S 3.889 -4.233 0.130
C 2.374 -3.544 -0.465
C 2.559 -2.468 -1.276
S 1.444 -1.449 -2.173
S 4.226 -2.032 -1.596
S 0.933 -4.335 0.054
C -4.851 0.734 0.935
Sb -4.211 -0.576 -0.655
C -2.635 0.615 -1.531
C -2.465 1.915 -0.835
C -2.137 2.012 0.534
C -1.905 3.233 1.118
C -2.001 4.388 0.342
C -2.326 4.224 -0.988
N -2.552 3.040 -1.566
Si -3.021 0.747 -3.373
C -3.765 -0.866 -4.021
C -4.273 2.032 -3.928
C -1.442 1.019 -4.383
C -3.217 -2.298 0.433
C -2.479 -3.047 -0.668
C -2.575 -4.438 -0.782
C -2.066 -5.108 -1.871
C -1.460 -4.382 -2.879
C -1.304 -3.034 -2.679
N -1.758 -2.374 -1.594
Si -4.779 -3.298 0.927
C -4.523 -4.842 1.993
C -5.736 -3.858 -0.596
C -6.005 -2.250 1.893
Si -2.047 -1.923 1.889
C -1.552 -3.504 2.755
C -2.769 -0.818 3.233
C -0.457 -1.112 1.357
H -4.867 1.742 0.517
H -4.217 0.731 1.818
H -5.865 0.452 1.215
H -2.056 1.106 1.120
H -1.647 3.294 2.169
H -1.823 5.371 0.755
H -2.406 5.088 -1.642
H -4.838 -0.909 -3.820
H -3.321 -1.769 -3.600
H -3.625 -0.904 -5.107
H -5.222 1.903 -3.394
H -4.473 1.902 -4.997
H -3.920 3.045 -3.746
H -0.546 0.596 -3.913
H -1.244 2.081 -4.556
H -1.544 0.540 -5.361
H -3.063 -5.000 -0.001
H -2.137 -6.187 -1.927
H -1.055 -4.846 -3.766
H -0.764 -2.442 -3.402
H -3.522 -5.270 1.979
H -5.222 -5.608 1.643
H -4.764 -4.626 3.038
H -5.113 -4.375 -1.327
H -6.209 -3.016 -1.103
H -6.523 -4.550 -0.276
H -5.551 -1.634 2.670
H -6.711 -2.930 2.379
H -6.578 -1.595 1.234
H -2.374 -3.949 3.319
H -0.747 -3.272 3.460
H -1.152 -4.238 2.050
H -3.834 -0.966 3.417
H -2.604 0.245 3.039
H -2.237 -1.064 4.157
H 0.140 -1.786 0.730
H 0.111 -0.912 2.268
H -0.589 -0.141 0.870
C 5.111 5.055 -1.036
C 5.523 3.873 -0.146
C 5.501 4.366 1.311
C 6.953 3.478 -0.518
C 4.543 2.683 -0.403
O 4.251 2.626 -1.799
C 5.087 1.288 -0.039
C 5.553 0.921 1.384
C 4.471 0.520 2.357
C 3.846 -0.716 2.204
C 2.859 -1.139 3.078
C 2.472 -0.303 4.112
Cl 1.206 -0.810 5.197
C 3.078 0.928 4.298
C 4.084 1.324 3.424
C 3.193 2.974 0.304
N 2.039 2.437 -0.390
C 1.443 1.262 -0.247
N 0.414 1.184 -1.072
C 0.446 2.375 -1.731
N 1.415 3.166 -1.347
H 5.624 5.959 -0.694
H 4.035 5.240 -1.008
H 5.376 4.878 -2.077
H 6.336 5.053 1.466
H 5.600 3.563 2.041
H 4.587 4.917 1.540
H 7.592 4.364 -0.492
H 6.999 3.071 -1.532
H 7.377 2.740 0.167
H 4.822 1.968 -2.210
H 5.941 1.106 -0.700
H 4.325 0.569 -0.352
H 6.170 1.709 1.815
H 6.209 0.054 1.263
H 4.149 -1.372 1.394
H 2.403 -2.112 2.954
H 2.772 1.563 5.119
H 4.570 2.280 3.586
H 3.005 4.040 0.391
H 3.205 2.544 1.301
H 1.773 0.494 0.438
H -0.271 2.655 -2.484
```

2S+1 ... 5
<S²> ... 6.026
Total charge ... -1
Lowest unoccupied orbital energy (alpha / beta) ... 2.1 / 2.1 eV



B) A molecular structure, C41H60ClCrN5OS5SbSi3, computed with ωB97M-V/def2-TZVPD.

Geometry as XYZ:
```
118
C41H60ClCrN5OS5SbSi3 (ωB97M-V/def2-TZVPD)
Cr -1.016 0.528 0.378
S -3.427 -4.128 5.578
C -2.824 -3.074 4.456
S -2.070 -3.561 2.986
C -1.670 -1.974 2.364
C -2.057 -0.932 3.129
S -1.746 0.736 2.758
S -2.893 -1.359 4.608
S -0.811 -1.835 0.852
C -2.913 0.235 -4.034
Sb -2.674 0.065 -1.878
C -0.481 0.267 -1.710
C -0.097 -1.122 -2.014
C 1.173 -1.672 -1.730
C 1.423 -2.991 -2.027
C 0.421 -3.791 -2.576
C -0.804 -3.199 -2.793
N -1.047 -1.913 -2.545
Si 0.601 1.482 -2.585
C 2.448 1.111 -2.433
C 0.374 1.418 -4.466
C 0.448 3.276 -2.027
C -3.731 2.056 -1.253
C -3.018 2.785 -0.147
C -3.655 3.842 0.527
C -2.994 4.601 1.464
C -1.661 4.321 1.732
C -1.104 3.240 1.099
N -1.759 2.458 0.219
Si -4.132 3.287 -2.640
C -5.410 2.625 -3.850
C -2.613 3.857 -3.579
C -4.885 4.931 -2.083
Si -5.313 1.234 -0.545
C -4.936 0.420 1.088
C -6.745 2.435 -0.252
C -6.008 -0.081 -1.708
H -2.158 -0.421 -4.458
H -2.787 1.241 -4.418
H -3.901 -0.138 -4.308
H 1.917 -1.064 -1.239
H 2.394 -3.427 -1.806
H 0.584 -4.836 -2.800
H -1.639 -3.773 -3.181
H 2.723 0.215 -2.992
H 2.799 0.986 -1.407
H 2.993 1.953 -2.871
H 0.321 0.377 -4.796
H 1.237 1.880 -4.957
H -0.522 1.920 -4.827
H 1.082 3.462 -1.158
H -0.565 3.561 -1.765
H 0.789 3.934 -2.832
H -4.681 4.061 0.284
H -3.508 5.405 1.975
H -1.083 4.886 2.449
H -0.094 2.928 1.331
H -5.140 1.668 -4.285
H -5.519 3.343 -4.667
H -6.385 2.519 -3.369
H -1.842 3.099 -3.633
H -2.179 4.734 -3.093
H -2.885 4.143 -4.599
H -5.827 4.823 -1.544
H -5.085 5.519 -2.983
H -4.201 5.508 -1.460
H -4.474 1.109 1.799
H -4.245 -0.417 0.960
H -5.857 0.034 1.534
H -6.576 3.095 0.600
H -7.639 1.845 -0.033
H -6.965 3.048 -1.125
H -5.544 -1.047 -1.506
H -5.858 0.147 -2.761
H -7.083 -0.177 -1.538
C 6.916 -1.553 0.161
C 6.020 -2.540 0.922
C 6.571 -2.650 2.352
C 6.154 -3.908 0.244
C 4.534 -2.029 0.894
O 4.270 -1.450 -0.386
C 3.466 -3.126 1.098
C 3.395 -3.932 2.402
C 2.884 -3.185 3.608
C 1.591 -2.668 3.637
C 1.131 -1.948 4.729
C 1.970 -1.760 5.816
Cl 1.406 -0.854 7.189
C 3.251 -2.285 5.827
C 3.698 -2.993 4.721
C 4.406 -0.860 1.897
N 3.324 0.064 1.607
C 2.016 -0.146 1.477
N 1.404 0.959 1.120
C 2.419 1.859 1.058
N 3.604 1.364 1.342
H 7.961 -1.838 0.301
H 6.795 -0.529 0.517
H 6.698 -1.553 -0.905
H 7.570 -3.091 2.314
H 5.961 -3.279 2.996
H 6.668 -1.673 2.828
H 7.211 -4.159 0.145
H 5.725 -3.906 -0.761
H 5.676 -4.702 0.820
H 4.105 -2.157 -1.020
H 3.582 -3.846 0.286
H 2.497 -2.658 0.914
H 4.362 -4.372 2.642
H 2.725 -4.774 2.201
H 0.925 -2.810 2.791
H 0.132 -1.530 4.732
H 3.891 -2.136 6.687
H 4.704 -3.400 4.728
H 5.297 -0.240 1.858
H 4.294 -1.240 2.914
H 1.512 -1.084 1.621
H 2.291 2.894 0.787
```

2S+1 ... 5
<S²> ... 6.033
Total charge ... -1
Lowest unoccupied orbital energy (alpha / beta) ... 2.0 / 2.0 eV



If we sort the structures by their calculated energies, the order from most to least stable is B), A).